1.
10
Properties=species:S:1:pos:R:3:forces:R:3 method="wB97M-V/def2-TZVPD" e_homo_ev=-9.045 total_energy_ha=-628.12990 lumo_ha=0.007 multiplicity=1 e_above_lowest_kj_mol=275.9 smiles="C#CCOC=S"
C -0.14285 0.42649 0.72020 -1.43 1.41 -1.23
C -0.63183 -0.94320 -1.09833 -0.38 -1.84 -0.48
C 0.62782 -1.65276 -1.10946 2.16 -0.97 -0.42
C 1.70220 -2.19374 -1.25012 -0.26 0.77 0.54
H 0.14488 -0.50464 1.09902 0.78 -1.28 0.95
H -1.34220 -1.59706 -0.52296 0.10 0.90 -0.58
H -0.90421 -0.88493 -2.16986 -0.44 0.32 0.76
H 2.74379 -2.49621 -1.25095 -0.82 -0.09 -0.13
O -0.51208 0.34496 -0.57132 -0.12 0.60 0.01
S -0.36735 1.80641 1.49010 0.41 0.18 0.58

---

2.
93
Properties=species:S:1:pos:R:3:forces:R:3 method="wB97M-V/def2-TZVPD" charge=+2 e_homo_ev="-14.174 / -14.504" s2=2.01 total_energy_ha=-2994.65288 lumo_ha="-0.249 / -0.251" multiplicity=3
Tc 1.42197 -0.35582 -0.34880 -0.06 -0.05 -0.37
C 4.74400 0.01075 4.18214 -0.01 0.02 0.01
C 4.46326 -1.32689 3.55522 0.02 -0.03 -0.04
O 4.32725 -1.12910 2.10148 -0.04 -0.12 -0.07
P 3.31854 -1.99001 1.26430 0.04 0.06 0.21
S 3.52887 -1.46494 -0.66504 -0.14 0.04 0.03
S 1.36400 -1.46294 1.62480 0.30 -0.09 0.34
O 3.49669 -3.49571 1.62028 -0.08 0.05 -0.06
C 4.73739 -4.24691 1.31471 -0.02 0.06 0.06
C 4.47943 -5.19238 0.17449 0.03 -0.02 -0.02
H 4.86260 -0.11159 5.25878 0.01 -0.01 -0.01
H 3.91698 0.69928 4.00643 0.01 0.00 0.00
H 5.65962 0.44339 3.78243 -0.01 0.00 -0.01
H 3.54449 -1.77496 3.93837 -0.01 0.01 0.01
H 5.28227 -2.03009 3.69217 0.00 0.00 0.03
H 4.97149 -4.76186 2.24228 0.01 -0.02 -0.01
H 5.53074 -3.52986 1.09732 0.01 -0.02 -0.02
H 3.67149 -5.88005 0.41906 0.00 0.01 0.00
H 5.38136 -5.77726 -0.00982 -0.01 0.00 0.00
H 4.23199 -4.65362 -0.73994 -0.01 0.00 0.01
C 1.02797 2.13305 2.40065 0.01 0.01 0.02
N 1.04447 3.04742 1.26778 -0.04 0.03 -0.08
C 0.60220 4.41277 1.59208 0.02 -0.03 0.02
C 0.39112 5.22962 0.33850 -0.01 0.03 0.03
C 1.60512 5.07566 -0.55070 0.02 -0.03 -0.03
N 1.80571 3.65199 -0.84626 -0.01 0.02 0.05
C 2.44428 3.31513 -2.11581 -0.01 -0.01 -0.03
C 1.55816 2.73090 0.08042 0.02 -0.01 -0.05
O 1.87953 1.50150 -0.21092 -0.09 0.29 0.17
H 0.00097 1.91298 2.69459 -0.01 -0.03 -0.02
H 1.53343 2.61326 3.24014 -0.02 0.01 0.00
H 1.54480 1.21219 2.16975 0.05 -0.06 -0.03
H 1.35284 4.87097 2.24133 0.00 0.01 0.00
H -0.32027 4.32108 2.16672 -0.01 0.00 0.00
H 0.24471 6.27557 0.60286 0.00 0.00 0.00
H -0.50159 4.89184 -0.19245 0.01 -0.01 -0.01
H 2.50317 5.48241 -0.07772 -0.01 0.01 0.00
H 1.46905 5.58676 -1.50111 -0.01 0.00 0.00
H 2.03234 3.96088 -2.88771 0.00 0.01 -0.01
H 2.24715 2.28296 -2.38179 0.00 -0.01 -0.01
H 3.52255 3.46896 -2.05768 -0.01 0.00 0.00
C -3.95031 0.35753 2.56904 -0.04 0.01 0.00
C -3.12774 -0.93493 2.68964 0.01 -0.02 0.02
C -1.89120 -0.90355 1.78006 0.06 -0.02 0.00
C -2.23138 -0.16437 0.48485 -0.09 0.04 -0.04
C -2.46448 1.33051 0.79087 0.04 0.02 0.01
C -3.04591 1.52817 2.20059 0.00 0.05 -0.01
P -1.00840 -0.39763 -0.85223 0.19 -0.05 -0.01
C -1.46654 0.65014 -2.29740 -0.06 -0.07 -0.07
C -2.91673 0.44126 -2.80000 0.03 -0.07 0.06
C -3.36788 1.60792 -3.69198 -0.05 0.01 -0.01
C -2.20194 2.13879 -4.51546 0.01 0.00 -0.04
C -1.13168 2.75675 -3.59844 0.04 0.04 -0.01
C -1.16928 2.14498 -2.19050 0.07 0.05 0.06
C -1.15904 -2.10910 -1.53566 -0.11 -0.06 -0.03
C -2.58873 -2.71382 -1.59069 0.02 0.05 -0.01
C -2.76949 -3.82741 -0.56444 -0.04 0.00 0.01
C -1.80787 -4.99169 -0.83318 0.01 -0.04 0.02
C -0.45233 -4.50203 -1.37152 0.03 0.00 -0.01
C -0.17657 -3.08687 -0.87130 -0.02 -0.04 0.00
H -4.48450 0.55181 3.49810 0.02 0.02 0.00
H -4.71906 0.25148 1.79774 0.01 -0.01 0.00
H -3.74756 -1.79789 2.43758 0.00 0.01 -0.01
H -2.80169 -1.07924 3.72101 0.00 0.00 0.00
H -1.53075 -1.91783 1.59773 -0.03 0.03 0.01
H -1.07630 -0.36658 2.27672 0.00 -0.02 0.00
H -3.16266 -0.58766 0.09516 0.01 0.00 -0.01
H -3.15242 1.74441 0.05176 -0.01 0.00 -0.01
H -1.52631 1.88861 0.68623 0.02 0.02 0.03
H -3.58878 2.47315 2.23836 -0.01 -0.01 0.01
H -2.24049 1.60721 2.93809 -0.02 -0.02 0.01
H -0.78976 0.25593 -3.06960 0.02 0.00 0.02
H -3.60986 0.33951 -1.96130 0.01 0.01 0.02
H -2.96790 -0.49234 -3.36272 -0.01 -0.01 0.00
H -3.77998 2.41379 -3.07827 0.01 0.00 0.00
H -4.18081 1.27320 -4.33610 0.01 0.00 0.00
H -2.54306 2.87400 -5.24307 -0.01 0.00 0.01
H -1.77277 1.31748 -5.09698 0.00 0.00 0.01
H -1.27704 3.83707 -3.52106 -0.01 -0.02 0.00
H -0.14212 2.60599 -4.03876 0.00 0.00 0.01
H -1.94141 2.63128 -1.59508 -0.03 0.01 0.03
H -0.22404 2.32539 -1.67840 0.05 0.01 0.00
H -0.80829 -1.96590 -2.56489 -0.02 -0.01 0.00
H -2.75141 -3.12171 -2.59116 0.01 0.00 0.00
H -3.35209 -1.94966 -1.45779 -0.03 0.02 -0.02
H -3.80099 -4.17943 -0.58250 0.00 0.00 -0.01
H -2.61106 -3.42624 0.44087 0.01 -0.01 0.00
H -2.25334 -5.68327 -1.54944 0.00 0.01 0.00
H -1.65838 -5.55747 0.08780 0.00 0.00 0.00
H -0.44817 -4.49388 -2.46499 -0.02 0.00 0.00
H 0.34696 -5.17744 -1.06641 0.00 0.00 0.01
H 0.86214 -2.80374 -1.11238 0.00 0.00 0.01
H -0.26072 -3.06201 0.21824 -0.04 -0.05 -0.13